# 1
An isolated molecule of C4H8O2, computed with the ωB97M-V functional and the def2-TZVPD basis.

Computed properties:
E_HOMO: -9.64 eV
frontier orbital gap: 10.65 eV
molecular weight: 88.1 g mol⁻¹
E: -8370.10378 eV

XYZ file:
```
14
Properties=species:S:1:pos:R:3:lowdin_charge:R:1
C 1.0403 0.7047 -1.2967 -0.045
C -0.1808 0.1533 -0.6019 -0.356
O 0.0346 -1.2589 -0.2491 -0.059
C -0.4090 0.6076 0.8419 -0.060
C -0.3886 -0.8584 1.3113 -0.347
O -1.5052 -1.5342 1.2875 -0.084
H 1.2197 0.1833 -2.2418 0.084
H 0.9063 1.7726 -1.5023 0.088
H 1.9238 0.5817 -0.6625 0.088
H -1.0642 0.2269 -1.2432 0.148
H -1.0296 -1.6955 0.0721 0.160
H -1.3706 1.0800 1.0531 0.121
H 0.4124 1.2147 1.2359 0.116
H 0.4109 -1.1779 1.9958 0.146
```


# 2
A cluster of 2 separate species, C4H8O2 in total, computed with the ωB97M-V functional and the def2-TZVPD basis.

Computed properties:
SMILES: C=CO.C=CO
E_HOMO: -9.01 eV
frontier orbital gap: 9.70 eV
molecular weight: 88.1 g mol⁻¹
E: -8370.14929 eV

XYZ file:
```
14
Properties=species:S:1:pos:R:3:lowdin_charge:R:1
C 0.9416 -0.7485 2.0265 0.002
C -0.3216 -0.4937 1.6735 -0.256
O -1.0230 0.4436 2.4424 -0.051
H 1.4636 -1.5764 1.5742 0.052
H 1.2048 -0.4012 3.0111 0.062
H -0.9271 -1.1746 1.0928 0.107
H -0.5732 1.2812 2.3095 0.084
C 1.2116 -0.1895 -1.6527 -0.006
C 0.1428 0.5642 -1.7771 -0.302
O -0.8229 0.2937 -2.7019 -0.004
H 2.0426 -0.1456 -0.9669 0.047
H 1.3509 -1.0697 -2.2827 0.063
H 0.0668 1.4714 -1.2010 0.105
H -1.6114 0.7927 -2.4657 0.096
```


Relative energy (zero: lowest compared OMol25 entry of this formula, charge and spin), respectively: 306.63 302.24 kJ/mol.